# C42H84O14

A cluster of 14 separate species, C42H84O14 in total at a distorted geometry (the ωB97M-V functional and the def2-TZVPD basis, the OMol25 dataset).

Positions of all 140 atoms, in Å:
C1 -4.487086 -3.738376 -3.685990
C2 -4.968866 -2.380996 -3.227770
O1 -6.140216 -2.206706 -2.891070
C3 -3.981066 -1.194416 -3.294080
H1 -3.465526 -3.954576 -3.373290
H2 -4.496516 -3.775976 -4.775300
H3 -5.193866 -4.524716 -3.421000
H4 -4.478626 -0.250016 -3.514640
H5 -3.308986 -1.227186 -4.151590
H6 -3.342516 -1.134806 -2.412710
C4 1.788724 -2.091396 5.997880
C5 1.606564 -1.143876 4.852760
O2 0.564174 -0.545766 4.639430
C6 2.859624 -0.883616 4.056780
H7 2.773924 -2.076676 6.464010
H8 1.594564 -3.098126 5.627900
H9 1.076864 -1.902656 6.801460
H10 2.656164 -0.096586 3.330620
H11 3.086034 -1.808496 3.526280
H12 3.662504 -0.467276 4.665180
C7 0.343164 0.463484 1.318740
C8 0.203384 -0.057496 -0.110350
O3 0.916384 0.271334 -1.111160
C9 -1.007256 -0.986806 -0.376130
H13 -0.584646 0.938324 1.637810
H14 1.215874 1.098664 1.470470
H15 0.533364 -0.381686 1.980260
H16 -1.760426 -0.734766 0.370410
H17 -0.631256 -1.998136 -0.221450
H18 -1.412656 -0.916246 -1.385470
C10 -1.129906 2.347314 -2.761520
C11 -2.378016 2.883494 -3.343230
O4 -3.475576 2.270584 -3.334370
C12 -2.296596 4.223484 -4.014750
H19 -1.180716 2.054134 -1.712910
H20 -0.338406 3.092414 -2.841780
H21 -0.829106 1.508004 -3.388550
H22 -1.917876 4.184384 -5.036090
H23 -1.749496 5.015024 -3.502650
H24 -3.321736 4.582984 -4.103870
C13 3.191524 0.952314 -4.084840
C14 4.128374 -0.185486 -3.817610
O5 5.272354 -0.262706 -4.273300
C15 3.615004 -1.170916 -2.860390
H25 3.653924 1.609464 -4.821350
H26 3.021574 1.470094 -3.140840
H27 2.254694 0.626854 -4.537080
H28 2.885094 -1.842286 -3.312720
H29 3.288104 -0.552266 -2.024620
H30 4.449364 -1.775056 -2.504090
C16 5.900854 1.398484 -0.476290
C17 5.531944 0.612174 0.791020
O6 6.122294 0.771094 1.813050
C18 4.325764 -0.285826 0.762640
H31 4.955794 1.783224 -0.859620
H32 6.368214 0.753244 -1.220150
H33 6.563104 2.222074 -0.209400
H34 3.397634 0.284764 0.729340
H35 4.395864 -0.744056 1.749160
H36 4.263054 -0.962786 -0.089350
C19 -4.706776 3.152414 -0.062050
C20 -3.414876 2.491644 0.264720
O7 -3.291726 1.297344 0.226560
C21 -2.349426 3.392864 0.824440
H37 -5.369266 3.449214 0.751050
H38 -5.246866 2.500694 -0.748840
H39 -4.511036 4.057984 -0.636260
H40 -1.375496 2.972624 1.075390
H41 -2.659086 3.863964 1.757320
H42 -2.188646 4.153574 0.060520
C22 3.649554 4.618354 -1.039980
C23 2.668724 3.718684 -0.345290
O8 3.015364 2.685834 0.200380
C24 1.232224 4.109544 -0.424660
H43 3.470134 4.433404 -2.099080
H44 4.647784 4.266464 -0.779550
H45 3.440914 5.660994 -0.800230
H46 1.094704 4.532804 -1.419670
H47 0.970724 4.933424 0.239360
H48 0.669194 3.179404 -0.347590
C25 -2.788276 -4.367946 0.900940
C26 -2.644146 -4.968786 -0.516880
O9 -1.635666 -4.709916 -1.093540
C27 -3.639896 -6.027986 -0.942210
H49 -3.795876 -4.041066 1.157860
H50 -2.092896 -3.538486 1.029610
H51 -2.459646 -4.994596 1.730040
H52 -3.178106 -6.995086 -0.743300
H53 -3.761246 -5.965006 -2.023600
H54 -4.598896 -6.083816 -0.427130
C28 -4.995126 -1.043926 0.624760
C29 -6.308296 -0.336906 0.439510
O10 -7.118066 -0.163496 1.346150
C30 -6.631306 0.225794 -0.984250
H55 -5.322136 -2.062226 0.835070
H56 -4.385126 -0.594826 1.408540
H57 -4.424626 -0.972076 -0.301240
H58 -7.003136 -0.589796 -1.604450
H59 -5.641166 0.504474 -1.344890
H60 -7.355526 1.040164 -0.963960
C31 -0.069986 -2.531696 -3.404780
C32 -0.608556 -3.504006 -4.448870
O11 -1.623016 -3.284526 -5.087070
C33 0.076354 -4.860666 -4.556420
H61 1.012854 -2.647326 -3.451510
H62 -0.374946 -2.816996 -2.397950
H63 -0.361306 -1.493816 -3.566140
H64 1.141874 -4.651066 -4.462420
H65 -0.177126 -5.310106 -5.516550
H66 -0.183846 -5.572106 -3.772680
C34 4.053364 2.573224 3.329750
C35 4.419484 3.952114 3.856340
O12 5.456564 4.114434 4.455950
C36 3.577434 5.077664 3.350510
H67 4.663634 2.471904 2.432310
H68 2.996624 2.518294 3.068280
H69 4.262084 1.732944 3.991910
H70 3.517724 5.217174 2.271120
H71 3.954974 6.008724 3.773240
H72 2.602144 4.963024 3.823530
C37 0.858564 -5.376176 0.916310
C38 1.277484 -3.873496 1.090820
O13 0.573884 -3.102896 1.774400
C39 2.378534 -3.367676 0.162610
H73 0.637364 -5.537936 -0.138680
H74 -0.017076 -5.661376 1.499410
H75 1.696874 -6.043916 1.114980
H76 3.300004 -3.917476 0.354200
H77 2.589304 -2.315796 0.355560
H78 2.082894 -3.471906 -0.881340
C40 0.194264 2.819214 3.941560
C41 0.340634 3.265214 5.354190
O14 0.735244 4.393534 5.579530
C42 0.049474 2.298984 6.458880
H79 0.792544 3.442134 3.276620
H80 -0.861176 2.822984 3.669310
H81 0.510824 1.778484 3.872490
H82 0.415604 2.676214 7.413740
H83 0.557844 1.337744 6.383560
H84 -1.005226 2.032614 6.527880

Forces on the atoms, in the same order (eV/Å):
-0.2 -0.1 -0.1
-0.9 0.9 -0.1
1.6 -0.4 -0.4
-0.3 -0.2 -0.8
-0.1 0.0 0.0
0.3 0.4 -0.2
0.0 0.1 0.5
-0.4 0.0 0.8
0.2 -0.8 0.0
-0.2 0.1 0.1
-0.5 -0.5 0.7
0.1 1.4 0.4
0.7 -0.8 0.2
-0.8 0.6 -0.7
0.2 0.1 -0.4
0.1 -0.2 0.0
-0.2 0.1 -0.2
-0.1 -0.2 -0.2
0.6 0.0 0.1
0.2 -0.7 0.2
0.8 -0.6 -0.6
0.6 0.9 -3.5
-1.6 -0.9 3.6
0.9 0.6 0.8
0.0 0.0 -0.1
-0.2 0.4 -0.5
-0.4 -0.3 0.0
-0.2 -0.3 -0.1
-0.2 -0.2 0.2
0.3 0.3 0.1
0.8 0.1 0.0
-2.8 -0.7 -0.1
2.7 1.2 0.2
-1.1 0.7 -0.2
-0.3 -0.3 -0.1
0.1 0.0 0.0
0.1 -0.4 0.2
0.3 -0.4 0.0
0.4 -0.4 0.2
-0.1 0.0 -0.1
0.6 0.3 -1.0
1.8 0.2 -1.2
-1.6 0.3 0.4
0.8 -0.7 0.9
0.0 0.2 0.2
-0.3 0.1 -0.1
-0.2 -0.2 0.4
-0.3 0.4 0.3
-0.9 -0.5 0.1
0.0 -0.2 -0.1
-0.4 -0.4 0.7
-0.5 0.7 -2.2
1.0 0.0 1.4
0.0 0.0 0.5
0.1 0.1 -0.2
0.0 0.0 0.0
0.0 -0.1 -0.1
0.1 0.4 -0.1
-0.3 -0.7 -0.3
0.4 -0.2 0.2
-0.6 0.4 -1.6
0.0 0.3 2.0
0.3 -0.9 -0.5
0.6 0.4 -0.3
0.4 -0.3 0.4
-0.1 0.0 0.2
0.1 0.2 0.1
-0.2 -0.6 -0.4
-0.5 0.3 -0.2
0.2 0.4 0.2
-0.1 -0.7 0.4
0.2 0.1 0.6
0.0 0.1 -0.1
0.2 -0.2 -0.7
0.1 0.3 -0.4
0.1 0.4 0.0
0.2 0.0 -0.2
-0.3 0.0 -0.3
-0.1 -0.3 0.3
-0.4 0.3 0.4
-0.1 0.6 0.0
-0.9 -0.4 3.4
1.0 0.2 -1.9
0.2 -0.1 -0.6
-0.1 0.0 -0.2
-0.2 0.3 -0.4
-0.2 -0.8 -0.3
0.3 -0.1 0.0
-0.2 -0.1 0.0
0.1 0.6 0.0
-0.4 0.0 -0.5
-2.0 1.8 -0.1
1.1 -0.5 -0.6
0.8 -0.9 1.3
0.5 -0.2 0.2
-0.3 -0.2 0.2
0.0 -0.3 0.1
0.1 0.0 0.0
-0.3 0.3 -0.6
0.2 -0.1 0.2
0.4 -0.4 -0.7
-1.6 -0.4 0.8
0.8 0.2 0.1
0.4 0.6 -0.3
0.1 0.4 0.2
-0.1 -0.3 -0.1
0.0 -0.1 -0.2
0.2 -0.4 -0.2
0.2 0.1 0.0
-0.2 0.3 0.2
-0.6 0.2 0.3
0.9 -0.9 -1.2
-0.2 0.3 0.5
-0.2 1.0 1.2
-0.2 -0.1 0.0
0.0 0.1 -0.3
0.4 0.3 0.1
-0.1 -0.6 0.0
0.2 0.0 -0.1
-0.4 -0.1 -0.4
0.7 1.0 0.0
-2.6 0.6 0.2
2.0 -1.7 -1.2
0.0 0.2 1.0
-0.1 0.2 -0.1
0.2 0.3 0.1
0.1 0.0 0.3
0.0 -0.2 -0.2
-0.2 0.0 0.0
-0.1 -0.2 0.0
0.0 -0.8 -0.1
0.6 0.8 -0.1
-0.1 -0.2 0.3
0.2 -0.6 1.0
-0.3 0.1 0.0
-0.1 0.1 -0.1
0.0 -0.1 -0.1
-0.4 0.5 0.0
0.1 0.0 -0.7
-0.1 0.2 -0.1

As for the spin multiplicity: 2. The value obtained for the HOMO energy (spin up / spin down) is 0.242 / -7.313 eV. The charge is -1.